14
Properties=species:S:1:pos:R:3 method="wB97M-V/def2-TZVPD" gap_ha=0.329 de_lowest_kcal_mol=50.12 fmax_ev_per_a=3.1 smiles="CN1C=C[C@H](F)N1" total_energy_ev=-9956.609 homo_energy_ev=-7.97
C -1.934 0.574 0.274
N -0.573 0.180 0.291
C -0.207 -1.124 0.202
C 1.017 -1.278 -0.293
C 1.616 0.138 -0.542
F 2.556 0.332 0.552
N 0.521 0.948 -0.286
H -2.130 1.531 0.680
H -2.462 0.696 -0.758
H -2.335 -0.211 0.841
H -0.954 -1.891 0.473
H 1.755 -2.037 -0.192
H 2.128 0.459 -1.502
H 1.002 1.684 0.259



15
Properties=species:S:1:pos:R:3 method="wB97M-V/def2-TZVPD" gap_ha=0.365 de_lowest_kcal_mol=79.29 fmax_ev_per_a=6.4 total_energy_ev=-12003.619 homo_energy_ev=-9.36
C -1.432 1.283 -0.098
C -1.527 -0.229 -0.279
F -2.698 -0.597 0.014
C -0.445 -1.129 -0.464
N 0.846 -0.615 -0.858
C 1.837 -0.057 -0.112
N 1.492 -0.238 1.329
O 2.829 0.279 -0.741
H -2.400 1.875 -0.367
H -0.545 1.655 -0.783
H -1.320 1.625 0.958
H -0.432 -2.241 -0.241
H 0.798 -0.329 -2.093
H 2.372 -0.633 2.061
H 0.625 -0.650 1.674



15
Properties=species:S:1:pos:R:3 method="wB97M-V/def2-TZVPD" gap_ha=0.384 de_lowest_kcal_mol=38.51 fmax_ev_per_a=1.4 smiles="CN(N)C(=O)/C=C/F" total_energy_ev=-12005.387 homo_energy_ev=-9.61
C -1.240 -1.024 -0.907
N -0.884 0.281 -0.358
N -1.827 1.320 -0.558
C 0.272 0.589 0.289
O 0.470 1.729 0.703
C 1.252 -0.509 0.482
C 2.379 -0.221 1.122
F 3.316 -1.137 1.335
H -1.301 -1.781 -0.075
H -0.515 -1.350 -1.646
H -2.205 -0.902 -1.359
H -2.039 1.677 0.382
H -1.340 2.072 -1.031
H 1.040 -1.531 0.135
H 2.623 0.788 1.485